C45H54GeInN9O4Te as an isolated structure, computed with ωB97M-V with the def2-TZVPD basis set.

Results
**ΔE to the lowest compared entry with this formula, charge and spin**: 0.0 kJ/mol
**LUMO level (spin up / spin down)**: 1.96 / 1.95 eV

The geometry in ORCA input format:
```
! wB97M-V def2-TZVPD RIJCOSX def2/J DEFGRID3
* xyz -1 2
In 0.10944 0.51606 -0.10046
C 2.25865 -3.39533 1.26754
C 1.37883 -2.49719 0.71752
N 1.52895 -1.18569 0.90031
C 2.57294 -0.76071 1.59308
C 3.45768 -1.69410 2.14997
N 3.30431 -2.99498 2.00109
C 2.74411 0.70204 1.69897
C 3.75859 1.25276 2.42576
C 3.95068 2.65607 2.46909
C 3.07506 3.41554 1.66330
C 2.09426 2.81228 0.92598
N 1.84645 1.45442 0.98009
C 1.42217 3.56326 -0.15041
C 1.30467 4.96201 -0.16415
N 0.85119 5.62557 -1.21121
C 0.49157 4.89702 -2.27506
C 0.52848 3.51831 -2.24605
N 0.97711 2.85406 -1.18256
C 5.05252 3.26636 3.19334
C 6.22447 2.56559 3.51221
C 7.25141 3.20448 4.18099
N 7.22574 4.48453 4.56571
C 6.10734 5.15240 4.26424
C 5.02404 4.60754 3.60215
H 2.12525 -4.46046 1.12864
H 0.54169 -2.81225 0.10987
H 4.31665 -1.37186 2.72222
H 4.41234 0.61091 2.99723
H 3.24651 4.47638 1.53709
H 1.56372 5.54230 0.71339
H 0.15655 5.43186 -3.15521
H 0.20818 2.91990 -3.09338
H 6.35044 1.53393 3.21098
H 8.15919 2.65725 4.41474
H 6.07473 6.19035 4.58057
H 4.14735 5.21822 3.42629
N -0.93596 0.51495 -2.39718
N 0.00986 0.15216 -3.36756
C 1.17711 -0.49231 -2.86476
O 1.81716 -1.15698 -3.66558
O 1.44632 -0.28235 -1.62718
H -1.55460 -0.25854 -2.14533
H -1.48722 1.30543 -2.70425
H -0.35434 -0.35109 -4.16914
C -1.58751 0.03137 3.19977
C -0.68595 -1.16727 3.12875
O 0.23264 -1.34387 3.88575
H -2.41304 -0.21182 3.87261
H -1.99612 0.30704 2.23100
H -1.02676 0.86503 3.61871
C -3.77337 4.12885 0.32748
Ge -2.43552 3.14139 1.37639
C -1.22188 4.47615 2.11774
C -3.47668 2.44971 2.88229
C -1.65570 1.86643 0.15197
H -4.29316 4.86858 0.94270
H -4.51451 3.42819 -0.06588
H -3.30775 4.64536 -0.51551
H -1.78773 5.13817 2.77762
H -0.77773 5.07887 1.32659
H -0.41981 4.01067 2.69601
H -4.18166 3.23263 3.17023
H -2.85966 2.20894 3.74851
H -4.04643 1.56009 2.60465
H -1.55091 2.46931 -0.75651
H -2.45414 1.14032 -0.05883
C -2.92166 -2.86941 1.08022
C -1.76978 -1.89798 0.99400
O -1.00281 -2.12239 2.23573
N -1.45188 -1.17309 0.05357
Te -2.05440 -3.01644 -2.56272
C -4.15355 -3.03310 -2.87084
C -4.82082 -1.84439 -3.19056
C -4.10885 -0.52276 -3.34499
C -6.20827 -1.86763 -3.34369
C -6.94567 -3.02858 -3.18256
C -8.44437 -3.03436 -3.34168
C -6.26427 -4.19529 -2.85474
C -4.88481 -4.22260 -2.68628
C -4.23582 -5.52773 -2.30204
C -1.59753 -4.46650 -4.05049
C -1.01098 -5.68573 -3.69319
C -0.71845 -6.11519 -2.27274
C -0.64113 -6.57806 -4.70429
C -0.82834 -6.29350 -6.04310
C -0.40117 -7.25909 -7.11691
C -1.40568 -5.07120 -6.37800
C -1.78664 -4.15228 -5.41187
C -2.37321 -2.83588 -5.85722
H -3.51753 -2.68236 1.97685
H -2.54357 -3.89267 1.15456
H -3.54728 -2.77891 0.19537
H -3.18558 -0.63031 -3.91584
H -3.84221 -0.10841 -2.36835
H -4.75136 0.20032 -3.84854
H -6.71961 -0.94313 -3.59403
H -8.82343 -2.03131 -3.53497
H -8.93218 -3.41230 -2.44105
H -8.75021 -3.67669 -4.17025
H -6.82466 -5.11500 -2.71242
H -4.99327 -6.27776 -2.07507
H -3.59566 -5.40109 -1.42600
H -3.60329 -5.90884 -3.10549
H -1.15526 -5.44758 -1.53503
H 0.36035 -6.13859 -2.10111
H -1.10010 -7.12312 -2.09705
H -0.18263 -7.52129 -4.42042
H -0.08881 -8.21171 -6.68984
H 0.43739 -6.85632 -7.68883
H -1.21322 -7.45113 -7.82031
H -1.54417 -4.81802 -7.42515
H -2.44680 -2.79948 -6.94432
H -1.74071 -2.00573 -5.53004
H -3.36750 -2.67800 -5.43693
*
```

Löwdin population analysis, charges in e, atoms 1 to 2: In 0.76; C -0.10

---

The molecule C16H24ClN5O, computed with ωB97M-V with the def2-TZVPD basis set.

Results
**ΔE to the lowest compared entry with this formula, charge and spin**: 8.0 kJ/mol
**LUMO level**: 0.84 eV

The geometry in ORCA input format:
```
! wB97M-V def2-TZVPD RIJCOSX def2/J DEFGRID3
* xyz 0 1
C 7.95884 -1.48787 0.68596
C 7.36088 -2.73033 1.33481
C 5.84634 -2.61473 1.49554
C 5.24634 -3.86902 2.12540
C 3.75437 -3.75808 2.44559
C 2.85613 -3.59124 1.21170
C 2.45277 -2.14085 0.95269
C 1.60320 -2.02010 -0.31497
N 1.17754 -0.66369 -0.55400
C -0.03073 -0.19518 -0.22927
N -0.96080 -1.06987 0.19645
C -2.12328 -0.52679 0.45850
Cl -3.34350 -1.58869 1.00729
N -2.46148 0.73496 0.35344
C -1.46920 1.53156 -0.08159
N -1.71302 2.84519 -0.18260
C -3.04030 3.41514 -0.08508
C -3.55463 3.83693 -1.42314
C -3.64017 5.06421 -2.01503
C -4.16825 4.84392 -3.31047
C -4.35559 3.50054 -3.40953
O -3.98705 2.88532 -2.27657
N -0.24144 1.11343 -0.38104
H 7.75123 -0.60568 1.28801
H 7.53634 -1.33270 -0.30471
H 9.03703 -1.58844 0.58617
H 7.59244 -3.60594 0.72381
H 7.81774 -2.88252 2.31537
H 5.40197 -2.44684 0.51294
H 5.61788 -1.75003 2.12349
H 5.78096 -4.08185 3.05486
H 5.40625 -4.71800 1.45616
H 3.59302 -2.92063 3.12723
H 3.46366 -4.66717 2.97593
H 1.94306 -4.17415 1.34575
H 3.36803 -3.98942 0.33321
H 3.33954 -1.51254 0.85498
H 1.87018 -1.77051 1.79851
H 0.69928 -2.62264 -0.21694
H 2.17397 -2.36476 -1.18293
H 1.86850 0.03169 -0.78980
H -0.97578 3.39986 -0.59003
H -3.01394 4.28132 0.58198
H -3.67647 2.63368 0.33642
H -3.37126 6.00551 -1.58099
H -4.37605 5.58270 -4.05668
H -4.73195 2.88563 -4.20269
*
```

Löwdin population analysis, charges in e, atoms 1 to 2: C -0.12; C -0.28

---

A 2-piece molecular cluster, C2H8N3O2P overall in a non-equilibrium geometry, computed with ωB97M-V with the def2-TZVPD basis set.

Results
**ΔE to the lowest compared entry with this formula, charge and spin**: 16.8 kJ/mol
**LUMO level**: 0.78 eV

The geometry in ORCA input format:
```
! wB97M-V def2-TZVPD RIJCOSX def2/J DEFGRID3
* xyz 0 1
N -1.41867 1.24668 0.18399
P -1.04500 -0.38962 0.42213
N -2.38969 -1.00091 1.17263
O 0.21797 -0.44184 1.15238
O -1.24731 -0.96757 -1.07665
H -1.85293 1.65197 1.07941
H -0.54221 1.65883 -0.09924
H -3.01501 -1.27585 0.45720
H -2.28518 -1.82421 1.71345
H -0.83342 -0.42331 -1.84914
C 2.85167 0.14914 -0.24196
C 1.68197 0.50711 -1.09898
N 0.76852 0.98189 -1.58107
H 2.93201 -0.93497 -0.27660
H 2.45926 0.41162 0.74526
H 3.71801 0.65104 -0.70281
*
```

Löwdin population analysis, charges in e, atoms 1 to 2: N -0.09; P 0.31

---

A 11-piece molecular cluster, C23H49Cl3F3N3O23S3 overall in a non-equilibrium geometry, computed with ωB97M-V with the def2-TZVPD basis set.

Results
**ΔE to the lowest compared entry with this formula, charge and spin**: 0.0 kJ/mol
**LUMO level**: -6.15 eV

The geometry in ORCA input format:
```
! wB97M-V def2-TZVPD RIJCOSX def2/J DEFGRID3
* xyz 2 1
N -2.15194 2.71005 -2.29885
H -2.00705 2.30517 -3.23472
H -3.16468 2.60089 -2.16926
H -2.03257 3.71673 -2.19815
H -1.69358 2.22702 -1.49480
N -0.45959 5.07632 1.54559
H -0.96103 5.41018 2.37103
H -0.45781 4.04208 1.50365
H 0.44802 5.55704 1.45399
H -0.92052 5.37667 0.68382
N -3.45734 0.46431 0.80478
H -3.95307 0.87804 0.02303
H -3.54895 -0.57833 0.80395
H -3.80408 0.83920 1.68730
H -2.46030 0.72201 0.67674
C -0.01058 0.84180 -0.14175
O -1.18841 0.11515 -0.62909
O -0.41219 2.03794 0.33346
C 0.65727 -0.21446 0.80410
F -0.24624 -0.68175 1.68085
F 1.10069 -1.25011 0.09106
F 1.75847 0.20347 1.46381
C -1.01074 -0.61646 -1.83162
C -2.35854 -1.07232 -2.37350
H -2.34093 -0.95041 -3.45944
H -2.49570 -2.14556 -2.24859
H -3.19105 -0.51867 -1.93842
H -0.28104 -1.43230 -1.75373
H -0.41715 -0.04655 -2.56767
H 0.63518 0.88266 -1.03204
C 5.44437 0.97201 4.37145
Cl 4.02560 0.97129 3.24250
Cl 6.38728 2.38512 3.95086
Cl 6.38450 -0.50961 4.32341
H 5.02408 1.09715 5.36113
C 3.43661 0.52239 -5.99504
C 2.25005 1.36579 -5.61121
C 1.56337 2.15308 -6.72559
O 0.15722 2.03460 -6.45664
C -0.00358 1.11461 -5.48635
O -1.04795 0.85314 -4.96394
O 1.16333 0.54620 -5.17591
H 3.77021 -0.06503 -5.13668
H 4.33174 1.02719 -6.35727
H 3.20493 -0.20921 -6.77275
H 2.60413 2.13481 -4.91675
H 1.68731 1.79272 -7.74892
H 1.80668 3.21428 -6.69195
C -0.90149 -5.30923 -0.61669
C -1.81786 -4.79160 0.47162
C -1.20676 -3.91646 1.59395
O -2.37222 -3.13633 1.91031
C -3.01561 -2.90194 0.75851
O -3.72912 -1.95921 0.54549
O -2.84377 -3.93299 -0.07383
H -1.26560 -6.24413 -1.04257
H 0.09999 -5.53665 -0.26210
H -0.92914 -4.55965 -1.40917
H -2.24542 -5.63955 1.01175
H -0.42759 -3.24630 1.23646
H -0.91301 -4.49981 2.45882
C -1.10518 0.57434 5.16104
C 0.07642 1.53381 5.22238
C 0.36250 2.34806 3.93333
O 0.14224 3.68140 4.42203
C -0.19108 3.74440 5.73002
O -0.37438 4.71182 6.38300
O -0.24485 2.50857 6.21738
H -1.15472 0.12372 6.15470
H -0.93267 -0.21604 4.43250
H -2.05488 1.10294 5.08219
H 1.00245 1.06491 5.55792
H -0.34400 1.99581 3.17087
H 1.31339 2.28256 3.41283
C 2.59560 -2.63624 2.85617
C 3.99116 -2.84863 2.24849
O 3.90462 -4.11066 1.60463
S 2.46432 -4.39562 1.01302
O 2.02943 -5.73427 1.21427
O 2.40883 -3.84826 -0.31206
O 1.73242 -3.38814 2.01008
H 2.35955 -1.57902 2.80843
H 2.49453 -3.05574 3.85645
H 4.79455 -2.92751 2.97533
H 4.18177 -2.00236 1.58432
C -5.09461 -2.75895 -3.69355
C -6.30343 -3.50407 -4.27027
O -6.19868 -4.83669 -3.78858
S -4.62519 -5.24513 -3.57079
O -4.19308 -6.03562 -4.66717
O -4.42126 -5.72510 -2.24237
O -4.05612 -3.74583 -3.66176
H -5.19329 -2.50141 -2.62777
H -4.71337 -1.83093 -4.11477
H -6.11600 -3.60160 -5.34117
H -7.17911 -2.94660 -3.95683
C 3.15550 3.85926 1.05179
C 4.56330 4.43960 1.23973
O 4.33959 5.66163 1.95864
S 2.92283 5.66651 2.72536
O 1.99096 6.63017 2.21825
O 3.13555 5.60988 4.12725
O 2.43354 4.24700 2.21360
H 3.09460 2.77771 0.98693
H 2.62168 4.36425 0.23884
H 5.06780 4.64376 0.30005
H 5.11988 3.67581 1.78688
*
```

Löwdin population analysis, charges in e, atoms 1 to 2: N 0.33; H 0.14